{"formula": "H24O12", "method": "ωB97M-V/def2-TZVPD", "multiplicity": 1, "smiles": "O.O.O.O.O.O.O.O.O.O.O.O", "energy_ha": -917.1450, "charge": 0, "homo_lumo_gap_ev": 10.29, "lumo_energy_ev": -0.25, "symbols": ["O", "H", "H", "O", "H", "H", "O", "H", "H", "O", "H", "H", "O", "H", "H", "O", "H", "H", "O", "H", "H", "O", "H", "H", "O", "H", "H", "O", "H", "H", "O", "H", "H", "O", "H", "H"], "positions_angstrom": [[0.366, -0.137, 0.729], [-0.210, 0.497, 0.255], [0.051, -0.955, 0.400], [-2.153, 2.526, 1.890], [-2.991, 2.688, 2.303], [-2.187, 1.884, 1.117], [-2.058, 0.459, 3.693], [-1.663, 1.125, 4.261], [-1.392, -0.163, 3.819], [2.731, -0.129, 1.819], [3.011, 0.080, 2.730], [3.254, 0.322, 1.239], [3.099, 2.730, 0.067], [4.066, 2.863, 0.026], [2.796, 3.285, 0.760], [-1.159, -2.105, 0.451], [-0.365, -2.530, 0.109], [-0.946, -2.053, 1.338], [-1.189, -1.597, -3.427], [-0.463, -1.123, -3.948], [-1.417, -0.891, -2.825], [-0.700, 4.484, -1.476], [-0.147, 3.710, -1.903], [-0.589, 4.253, -0.552], [2.945, -3.730, 1.233], [3.545, -3.977, 0.632], [2.840, -2.755, 1.221], [-2.203, 1.531, -3.147], [-1.618, 0.886, -2.784], [-1.520, 2.248, -3.325], [1.200, 0.126, -2.080], [1.753, 0.441, -1.301], [1.173, 0.935, -2.607], [-1.319, -4.356, 0.056], [-2.082, -3.832, 0.333], [-1.382, -5.343, 0.244]], "nbo_charge": [-0.949, 0.453, 0.459, -0.964, 0.480, 0.484, -0.917, 0.461, 0.456, -0.933, 0.469, 0.466, -0.950, 0.475, 0.476, -0.917, 0.490, 0.470, -0.909, 0.464, 0.447, -0.923, 0.450, 0.473, -0.945, 0.459, 0.485, -0.905, 0.444, 0.460, -0.953, 0.496, 0.455, -0.983, 0.498, 0.478]}



{"formula": "H24O12", "method": "ωB97M-V/def2-TZVPD", "multiplicity": 1, "smiles": "O.O.O.O.O.O.O.O.O.O.O.O", "energy_ha": -917.3129, "charge": 0, "homo_lumo_gap_ev": 10.96, "lumo_energy_ev": 0.10, "symbols": ["O", "H", "H", "O", "H", "H", "O", "H", "H", "O", "H", "H", "O", "H", "H", "O", "H", "H", "O", "H", "H", "O", "H", "H", "O", "H", "H", "O", "H", "H", "O", "H", "H", "O", "H", "H"], "positions_angstrom": [[3.117, 0.189, 0.301], [2.311, -0.129, -0.144], [2.703, 0.969, 0.701], [1.062, 0.852, -3.069], [1.688, 1.541, -2.904], [0.134, 1.135, -3.055], [-2.028, 0.682, 2.379], [-2.456, 1.334, 2.947], [-1.367, 0.235, 2.941], [3.347, 1.793, -1.700], [3.264, 1.213, -0.921], [4.148, 1.485, -2.119], [-2.563, -1.848, 1.039], [-2.315, -0.924, 1.258], [-3.442, -1.891, 1.426], [-1.453, -2.515, -1.714], [-2.001, -3.236, -1.374], [-0.845, -2.228, -1.012], [-1.030, 2.324, -0.047], [-1.754, 2.076, -0.673], [-1.250, 1.963, 0.795], [0.242, -0.509, 2.933], [0.458, -1.293, 2.442], [0.910, -0.448, 3.620], [-1.826, 0.112, -2.245], [-2.051, -0.024, -3.168], [-1.641, -0.795, -1.966], [-0.433, -3.431, 1.977], [0.077, -3.554, 1.180], [-1.274, -2.958, 1.745], [0.587, -0.555, -0.514], [0.555, -0.237, -1.444], [-0.007, 0.076, -0.099], [1.817, 2.720, 0.539], [0.937, 2.845, 0.135], [2.380, 3.031, -0.188]], "nbo_charge": [-0.964, 0.496, 0.494, -0.989, 0.507, 0.487, -1.009, 0.484, 0.516, -1.015, 0.486, 0.474, -0.975, 0.506, 0.482, -0.969, 0.492, 0.498, -0.990, 0.501, 0.493, -0.974, 0.506, 0.488, -0.994, 0.473, 0.499, -0.987, 0.468, 0.501, -0.995, 0.515, 0.489, -0.982, 0.499, 0.488]}



{"formula": "H24O12", "method": "ωB97M-V/def2-TZVPD", "multiplicity": 1, "smiles": "O.O.O.O.O.O.O.O.O.O.O.O", "energy_ha": -917.1134, "charge": 0, "homo_lumo_gap_ev": 9.91, "lumo_energy_ev": 0.14, "symbols": ["O", "H", "H", "O", "H", "H", "O", "H", "H", "O", "H", "H", "O", "H", "H", "O", "H", "H", "O", "H", "H", "O", "H", "H", "O", "H", "H", "O", "H", "H", "O", "H", "H", "O", "H", "H"], "positions_angstrom": [[0.942, -1.001, -0.891], [1.677, -0.987, -0.237], [0.193, -0.594, -0.463], [3.382, 2.552, 1.553], [4.214, 2.242, 1.953], [2.927, 1.754, 1.606], [3.937, -0.344, 2.038], [4.039, 0.380, 2.609], [4.171, 0.126, 1.217], [-3.494, 0.448, -2.618], [-4.016, 0.921, -1.978], [-3.615, 0.899, -3.492], [-2.854, -0.580, 3.214], [-2.184, -0.157, 2.738], [-3.147, 0.110, 3.833], [-2.505, 1.644, 2.104], [-2.195, 2.414, 1.488], [-2.710, 2.231, 2.857], [-3.172, -1.835, 1.170], [-3.211, -2.720, 0.867], [-4.054, -1.803, 1.604], [0.084, 1.413, -2.307], [0.027, 0.507, -2.310], [0.932, 1.636, -2.741], [0.290, 4.150, -1.354], [0.081, 3.836, -2.250], [-0.398, 3.749, -0.857], [-2.081, -2.086, -0.606], [-2.083, -2.619, -1.419], [-2.922, -1.504, -0.789], [2.488, -3.476, -0.954], [1.687, -3.720, -1.425], [2.996, -3.080, -1.733], [3.300, -1.398, -0.476], [3.165, -1.254, -1.434], [4.109, -1.856, -0.516]], "nbo_charge": [-0.996, 0.501, 0.480, -0.905, 0.444, 0.461, -0.910, 0.443, 0.467, -0.949, 0.472, 0.477, -0.927, 0.483, 0.443, -0.936, 0.471, 0.466, -0.924, 0.468, 0.458, -0.952, 0.482, 0.468, -0.930, 0.469, 0.461, -0.946, 0.453, 0.493, -0.908, 0.469, 0.436, -0.920, 0.465, 0.474]}



{"formula": "H24O12", "method": "ωB97M-V/def2-TZVPD", "multiplicity": 1, "smiles": "O.O.O.O.O.O.O.O.O.O.O.O", "energy_ha": -917.2997, "charge": 0, "homo_lumo_gap_ev": 11.13, "lumo_energy_ev": 0.15, "symbols": ["O", "H", "H", "O", "H", "H", "O", "H", "H", "O", "H", "H", "O", "H", "H", "O", "H", "H", "O", "H", "H", "O", "H", "H", "O", "H", "H", "O", "H", "H", "O", "H", "H", "O", "H", "H"], "positions_angstrom": [[-0.325, 3.195, 0.557], [-1.238, 3.487, 0.426], [-0.393, 2.276, 0.316], [-2.182, -1.480, 1.177], [-1.577, -1.629, 1.933], [-2.379, -0.553, 1.256], [2.386, 3.078, -1.159], [2.157, 3.583, -0.345], [1.649, 3.319, -1.717], [-3.210, 1.464, -0.693], [-3.800, 0.724, -0.820], [-2.415, 1.253, -1.149], [0.160, -1.285, 3.057], [0.592, -0.398, 2.912], [0.038, -1.311, 4.005], [0.387, -3.027, 0.144], [1.312, -3.312, 0.247], [0.028, -3.221, 0.980], [-3.155, -1.217, -1.550], [-2.794, -1.722, -0.796], [-3.316, -1.877, -2.224], [2.371, 0.265, 0.339], [2.757, -0.373, 0.949], [2.559, -0.163, -0.535], [-0.310, 0.574, 0.358], [0.626, 0.347, 0.199], [-0.816, -0.268, 0.263], [2.757, -0.456, -2.303], [2.614, 0.465, -2.541], [1.995, -0.970, -2.732], [1.195, 1.385, 2.676], [0.495, 1.724, 2.068], [1.760, 2.126, 2.855], [0.309, -2.113, -2.950], [-0.338, -1.415, -3.110], [0.099, -2.475, -2.092]], "nbo_charge": [-0.991, 0.476, 0.493, -0.986, 0.510, 0.484, -0.944, 0.482, 0.464, -0.962, 0.488, 0.474, -0.999, 0.520, 0.473, -0.952, 0.475, 0.479, -0.980, 0.501, 0.476, -0.967, 0.472, 0.501, -1.036, 0.516, 0.498, -0.978, 0.484, 0.509, -0.986, 0.510, 0.484, -0.963, 0.478, 0.497]}



{"formula": "H24O12", "method": "ωB97M-V/def2-TZVPD", "multiplicity": 1, "smiles": "O.O.O.O.O.O.O.O.O.O.O.O", "energy_ha": -917.1050, "charge": 0, "homo_lumo_gap_ev": 9.89, "lumo_energy_ev": -0.46, "symbols": ["O", "H", "H", "O", "H", "H", "O", "H", "H", "O", "H", "H", "O", "H", "H", "O", "H", "H", "O", "H", "H", "O", "H", "H", "O", "H", "H", "O", "H", "H", "O", "H", "H", "O", "H", "H"], "positions_angstrom": [[0.326, -0.492, -1.245], [0.396, -0.512, -0.264], [1.114, -0.055, -1.565], [-1.532, 1.068, -3.360], [-0.656, 1.517, -3.090], [-1.285, 0.163, -3.429], [4.536, 0.875, -1.597], [5.476, 0.646, -1.577], [4.278, -0.096, -1.546], [-2.706, -2.090, 0.195], [-3.613, -1.858, 0.123], [-2.283, -1.228, -0.130], [2.359, -1.748, -5.710], [2.569, -0.811, -5.399], [1.419, -1.639, -5.634], [0.886, -3.675, 1.405], [0.834, -4.419, 1.978], [1.426, -3.027, 1.873], [-3.002, 2.410, 0.861], [-3.112, 2.050, -0.046], [-2.528, 3.174, 0.808], [-2.904, 1.512, 2.639], [-3.273, 1.382, 3.534], [-2.400, 0.786, 2.445], [3.615, -1.673, 2.524], [3.532, -1.272, 1.641], [3.141, -2.475, 2.605], [1.311, 2.108, -1.807], [1.267, 2.577, -0.887], [1.050, 2.756, -2.459], [-1.813, -2.439, 3.577], [-1.616, -1.486, 3.446], [-2.369, -2.626, 2.814], [-1.805, 3.509, 2.516], [-1.316, 2.803, 1.997], [-1.323, 4.282, 2.765]], "nbo_charge": [-0.955, 0.468, 0.485, -0.943, 0.469, 0.471, -0.921, 0.463, 0.458, -0.938, 0.465, 0.473, -0.920, 0.460, 0.460, -0.923, 0.472, 0.449, -0.926, 0.459, 0.468, -0.906, 0.460, 0.443, -0.940, 0.477, 0.464, -0.962, 0.489, 0.477, -0.939, 0.457, 0.481, -0.958, 0.488, 0.471]}



{"formula": "H24O12", "method": "ωB97M-V/def2-TZVPD", "multiplicity": 1, "smiles": "O.O.O.O.O.O.O.O.O.O.O.O", "energy_ha": -917.0958, "charge": 0, "homo_lumo_gap_ev": 9.38, "lumo_energy_ev": -0.30, "symbols": ["O", "H", "H", "O", "H", "H", "O", "H", "H", "O", "H", "H", "O", "H", "H", "O", "H", "H", "O", "H", "H", "O", "H", "H", "O", "H", "H", "O", "H", "H", "O", "H", "H", "O", "H", "H"], "positions_angstrom": [[0.389, 0.555, -0.306], [-0.348, 0.545, -0.927], [0.357, -0.314, 0.110], [-0.975, 0.109, -2.342], [-1.497, 0.134, -3.152], [-0.108, 0.431, -2.612], [1.594, 3.368, 1.074], [1.131, 3.760, 0.325], [0.936, 2.794, 1.482], [1.898, 1.007, 1.921], [1.490, 0.472, 1.230], [2.831, 0.770, 1.881], [-2.792, -1.163, 2.989], [-3.755, -1.114, 2.989], [-2.598, -1.968, 3.482], [-0.673, -4.310, 1.653], [-1.533, -4.526, 1.276], [-0.108, -4.170, 0.885], [-4.126, -0.404, 0.831], [-4.094, -0.804, -0.045], [-4.579, -1.061, 1.372], [-1.844, -2.354, 1.270], [-1.062, -2.010, 1.717], [-2.152, -3.062, 1.847], [2.324, 3.607, -4.206], [2.806, 4.143, -3.566], [1.723, 3.082, -3.666], [-0.196, 2.377, -1.092], [-0.763, 2.128, -1.832], [-0.804, 2.765, -0.452], [3.115, -2.907, 1.809], [2.574, -3.011, 1.017], [2.525, -3.157, 2.529], [3.090, 1.209, -3.094], [2.592, 1.746, -2.467], [2.628, 1.336, -3.930]], "nbo_charge": [-0.963, 0.493, 0.436, -0.946, 0.491, 0.486, -0.937, 0.454, 0.481, -0.950, 0.473, 0.474, -0.903, 0.453, 0.449, -0.939, 0.465, 0.476, -0.918, 0.470, 0.449, -0.919, 0.470, 0.446, -0.931, 0.479, 0.451, -0.937, 0.463, 0.480, -0.931, 0.461, 0.471, -0.926, 0.464, 0.464]}



One value per record, in order, for HOMO level: -10.54, -10.85, -9.77, -10.98, -10.35, -9.68 eV.